Record 1
Here is a molecular structure, C47H41Cl3F6IN8O4RbS2Sb in a non-equilibrium geometry from OMol25. Energies are from wB97M-V/def2-TZVPD.

Calculated values
LUMO (spin up / spin down) in eV: 3.11 / 1.83
2S+1: 2
Total charge: -2
ΔE to the lowest compared entry with this formula, charge and spin in kJ/mol: 3.59
Highest occupied orbital energy (spin up / spin down) in eV: -2.678 / -2.678

Last column: Mulliken charge in e.
Cartesian coordinates (Å):
H  -2.714  2.861  5.989  0.38
H  -3.429  4.236  4.055  0.43
N  1.515  -0.459  -2.410  0.93
H  1.532  1.326  2.972  0.17
O  0.567  4.673  1.211  -0.82
N  1.102  2.076  -1.153  0.77
C  -7.580  -0.059  -1.954  -0.93
C  -6.428  1.465  1.626  -0.03
C  -2.392  4.322  1.582  -2.04
H  -3.385  4.732  1.781  0.43
F  -4.767  -2.651  -2.692  -0.58
C  0.499  -6.632  0.724  -0.38
S  2.702  -3.848  2.610  -0.43
N  -2.453  -0.060  1.872  1.35
C  1.750  3.092  -3.232  -0.89
H  -1.536  -3.951  0.483  0.99
O  0.203  -2.662  1.538  -0.40
H  -2.177  -1.516  3.409  0.56
H  2.145  2.938  -4.226  0.54
S  -9.745  1.297  -1.921  -0.22
C  1.464  -1.680  -2.943  -0.79
H  3.365  -1.621  -1.000  0.28
H  -2.434  3.711  0.675  0.29
H  -9.654  -1.924  1.531  0.45
Cl  -8.218  -4.241  0.745  -0.26
C  -8.325  2.000  -1.253  0.94
F  -2.423  -2.473  -3.931  -0.55
C  1.458  -4.624  1.735  -0.08
C  1.575  1.994  -2.400  0.50
H  0.842  -0.042  -5.189  0.42
C  0.104  -0.789  -4.893  -1.60
H  -6.855  -0.842  -2.130  0.68
H  -5.627  -3.010  0.533  0.57
F  -3.569  -2.755  -0.333  -0.17
C  2.753  -2.519  -0.930  -0.82
C  -8.194  -0.357  1.606  0.93
C  -3.348  0.877  1.714  -1.13
C  -6.353  -2.277  0.853  -1.51
F  -3.046  -0.740  -1.955  -0.65
Cl  -9.427  0.790  2.066  -0.25
O  -5.851  2.091  0.483  -0.33
O  2.835  0.637  -3.880  -0.69
I  6.738  1.329  1.628  0.01
C  1.427  4.345  -2.741  -0.64
C  0.842  3.291  -0.665  0.32
C  0.650  -3.216  -4.624  -0.76
H  -7.303  2.069  1.881  0.95
C  -0.793  2.649  2.597  -0.64
N  0.327  -3.941  1.328  0.31
H  3.685  1.806  0.084  0.53
Rb  -0.448  -0.625  -0.193  0.20
C  -0.418  1.842  3.692  1.05
H  -0.629  -0.300  -4.248  0.20
C  2.033  -2.775  -2.212  1.28
C  -5.447  1.682  2.786  -1.87
H  1.076  0.521  4.496  0.43
H  3.365  -3.370  -0.637  0.49
Sb  -2.952  -2.635  -2.128  2.75
H  0.588  -7.683  0.475  0.33
H  -0.415  -1.152  -5.778  0.42
C  -7.683  -2.610  1.026  0.15
H  -5.237  0.605  -0.857  -0.25
F  -2.895  -4.520  -2.208  -0.62
C  0.714  0.869  3.527  -1.14
C  0.993  4.448  -1.435  -0.73
C  1.909  -4.049  -2.727  -0.66
H  0.392  -0.003  2.950  0.15
H  0.083  -3.414  -5.524  0.34
H  1.102  -5.286  -4.282  0.37
C  -2.577  3.568  3.961  -0.51
C  -5.959  -0.967  1.069  0.51
C  -0.690  -4.580  0.708  -0.66
C  -0.642  -5.910  0.381  -0.84
C  4.846  0.501  1.502  -0.94
H  -9.387  -0.946  -2.817  0.46
C  -8.614  -1.661  1.406  -0.74
Cl  -8.384  3.589  -0.599  -0.23
H  -5.166  2.737  2.769  0.20
H  0.777  5.394  -0.963  0.54
N  3.126  -0.790  1.767  0.33
H  -1.476  -6.352  -0.143  0.47
C  -7.243  1.176  -1.319  -0.54
H  -5.406  2.256  -1.436  0.69
N  -0.150  2.480  1.384  0.62
N  2.720  0.147  0.907  0.43
C  4.404  -0.633  2.145  -0.52
H  2.408  -6.518  1.694  0.41
C  -6.864  0.028  1.448  -0.78
C  1.515  -5.990  1.392  -0.63
F  -1.133  -2.610  -1.583  -0.60
C  -2.182  2.799  5.046  -1.00
N  -4.260  0.871  2.717  1.30
C  -5.866  1.496  -0.802  0.14
H  1.536  5.227  -3.361  0.39
H  -4.473  -0.370  4.454  0.49
C  2.001  0.664  -2.976  -0.63
H  -1.696  5.137  1.372  0.44
C  -8.881  -0.132  -2.325  -0.52
H  2.031  -2.348  -0.129  -0.23
C  0.763  -1.923  -4.173  1.46
C  -3.912  -0.158  3.561  -1.04
H  -3.373  1.600  0.916  -0.05
H  2.529  -1.593  1.988  -0.27
C  1.217  -4.274  -3.912  -0.82
H  4.895  -1.306  2.825  0.43
C  -1.104  1.938  4.893  -0.73
C  -2.780  -0.705  3.035  -1.18
H  2.337  -4.880  -2.180  0.40
H  -4.919  -0.727  0.903  0.84
H  -5.946  1.472  3.733  0.45
C  0.387  3.510  0.777  -0.36
H  -0.791  1.313  5.724  0.34
C  3.756  0.948  0.732  -0.08
C  -1.906  3.508  2.745  1.56



Record 2
Here is a molecular structure, C10H15F6GaNO6S from OMol25. Energies are from wB97M-V/def2-TZVPD.

Calculated values
LUMO in eV: 2.52
2S+1: 1
Total charge: -1
Highest occupied orbital energy in eV: -6.260

Last column: Mulliken charge in e.
Cartesian coordinates (Å):
N  4.047  0.808  1.686  -0.35
C  5.052  -1.234  -2.247  0.93
F  -2.285  2.295  0.192  -0.27
H  -5.240  -0.292  0.362  0.26
H  4.615  -1.083  -4.343  0.35
F  -0.821  -0.381  1.839  -0.23
O  5.896  -0.707  -1.560  -0.55
O  -7.880  -0.170  -1.246  -0.56
F  -0.355  1.269  -0.040  -0.25
O  -1.373  3.382  2.911  -0.64
H  -4.794  -0.420  -1.333  0.30
C  -6.855  -2.274  -0.824  -1.07
C  4.433  -0.520  -3.425  -1.16
H  2.327  3.712  3.211  -0.27
O  3.379  -0.994  3.004  -0.46
F  -2.343  0.802  2.799  -0.24
O  2.552  1.578  0.115  -0.55
H  -6.118  -2.692  -1.512  0.30
C  2.736  1.490  1.295  0.50
C  -5.570  -0.065  -0.652  -0.93
C  -6.872  -0.765  -0.940  0.78
H  1.326  1.397  3.999  -0.22
H  5.063  -3.027  -1.089  0.28
C  4.562  -2.635  -1.970  -1.17
H  3.353  -0.444  -3.286  0.32
H  -5.688  1.010  -0.762  0.32
F  4.399  -1.334  1.057  -0.22
H  -6.559  -2.566  0.185  0.31
F  -2.757  -0.120  0.901  -0.26
H  4.770  -3.274  -2.831  0.41
H  4.618  0.850  0.843  0.29
C  3.875  -0.514  2.046  0.51
H  -7.840  -2.674  -1.051  0.31
H  4.857  0.477  -3.511  0.30
O  -0.179  4.073  0.822  -0.64
Ga  1.653  2.354  2.799  0.40
H  3.484  -2.627  -1.799  0.31
C  -1.258  1.729  0.860  0.45
S  -0.407  3.089  1.867  0.82
C  -1.802  0.497  1.626  0.62



Record 3
Here is C5H6ClFS in the gas phase in a non-equilibrium geometry from OMol25. Energies are from wB97M-V/def2-TZVPD.

Calculated values
LUMO in eV: -0.68
2S+1: 1
SMILES: F[C@H]1C[C@@H](CCl)C1=S
ΔE to the lowest compared entry with this formula, charge and spin in kJ/mol: 85.08
Highest occupied orbital energy in eV: -9.148

Last column: Mulliken charge in e.
Cartesian coordinates (Å):
F  2.167  1.277  -1.290  -0.34
H  0.033  1.699  0.141  0.31
S  0.381  -1.183  -2.412  -0.28
H  -2.021  0.340  -0.495  0.37
H  0.877  1.017  1.564  0.31
C  0.575  -0.588  -0.955  -0.32
C  -0.227  -0.497  0.311  0.47
C  0.551  0.856  0.564  -0.92
Cl  -2.538  -0.070  1.778  -0.22
H  0.039  -1.206  1.126  0.30
H  -2.129  -1.418  -0.157  0.36
C  -1.722  -0.447  0.186  -0.75
H  2.431  -0.142  0.041  0.27
C  1.583  0.362  -0.402  0.45



Record 4
Here is C8H9NO2 in the gas phase in a non-equilibrium geometry from OMol25. Energies are from wB97M-V/def2-TZVPD.

Calculated values
LUMO in eV: 0.07
2S+1: 1
SMILES: CC(=O)c1cccc(NO)c1
ΔE to the lowest compared entry with this formula, charge and spin in kJ/mol: 432.95
Highest occupied orbital energy in eV: -8.801

Last column: Mulliken charge in e.
Cartesian coordinates (Å):
O  2.161  -1.869  -0.205  -0.57
N  -2.360  -1.232  -0.107  -0.35
H  -0.008  -1.641  0.030  0.58
C  0.754  1.597  -0.087  -0.39
C  -1.349  -0.212  -0.045  0.29
C  2.268  -0.634  -0.010  0.71
H  3.953  0.680  -0.876  0.28
C  -0.057  -0.639  0.092  -0.64
H  1.695  2.257  -0.145  0.21
C  1.036  0.279  0.116  0.26
H  -2.715  1.604  0.043  0.45
C  3.705  0.233  0.154  -1.03
H  3.484  1.157  0.906  0.28
H  -4.307  -0.924  -0.512  0.33
C  -0.573  2.074  -0.049  -0.53
C  -1.714  1.245  -0.036  -0.53
H  -0.719  3.123  -0.203  0.36
H  -2.199  -1.622  1.080  0.37
O  -3.616  -0.526  0.118  -0.41
H  4.557  -0.500  0.306  0.34



Record 5
Here is a molecular structure, C19H13MgN4S3 in a non-equilibrium geometry from OMol25. Energies are from wB97M-V/def2-TZVPD.

Calculated values
LUMO in eV: -4.08
2S+1: 1
Total charge: +1
ΔE to the lowest compared entry with this formula, charge and spin in kJ/mol: 11.43
Highest occupied orbital energy in eV: -10.612

Last column: Mulliken charge in e.
Cartesian coordinates (Å):
H  -2.663  5.848  0.042  0.40
C  -1.512  4.056  0.045  0.12
H  1.576  6.425  -0.036  0.40
H  1.769  -2.465  -0.025  0.34
C  -7.151  0.666  0.007  -0.71
S  2.366  3.490  -0.012  -0.19
H  -7.987  1.343  0.048  0.41
C  -2.568  -1.568  -0.046  0.65
C  -1.729  -3.952  0.106  -0.56
C  0.714  5.779  -0.012  -0.57
S  2.145  0.494  -0.006  -0.62
S  -3.141  1.006  -0.156  -0.14
C  -4.785  0.320  -0.076  1.01
N  -2.165  -0.342  -0.033  -0.05
H  1.499  -4.941  0.092  0.42
H  -2.726  -4.358  0.165  0.31
C  -6.255  -1.563  -0.070  -0.61
C  0.636  -4.296  0.076  -0.72
C  0.874  4.404  0.002  0.64
Mg  -0.189  0.135  0.004  0.55
H  -4.113  -2.924  -0.138  0.11
H  -2.374  3.406  0.070  0.08
H  -8.344  -1.107  -0.034  0.40
H  -5.682  2.244  -0.023  0.41
C  -1.668  5.428  0.031  -0.83
C  -7.345  -0.700  -0.029  -0.65
N  -0.250  -2.087  -0.021  -0.16
N  0.130  2.190  0.028  -0.28
C  -0.572  6.286  0.002  -0.48
C  -1.498  -2.579  0.017  0.63
H  -6.410  -2.631  -0.103  0.39
H  -0.804  -5.882  0.216  0.45
C  0.782  -2.916  0.006  0.07
C  -0.647  -4.818  0.138  -0.52
C  -5.860  1.180  -0.023  -0.57
C  1.437  2.030  0.007  0.84
C  -4.967  -1.059  -0.087  -0.10
N  -3.869  -1.946  -0.127  -0.06
H  -0.729  7.354  -0.011  0.39
C  -0.224  3.523  0.027  -0.20



Record 6
Here is a molecular structure, C25H44NdOP2 in a non-equilibrium geometry from OMol25. Energies are from wB97M-V/def2-TZVPD.

Calculated values
LUMO (spin up / spin down) in eV: -3.56 / -3.48
2S+1: 4
Total charge: +1
Highest occupied orbital energy (spin up / spin down) in eV: -9.440 / -9.440

Last column: Mulliken charge in e.
Cartesian coordinates (Å):
H  -3.076  -0.513  3.501  0.33
H  0.070  1.012  0.337  -0.27
H  -2.396  0.687  -4.972  0.34
C  -0.301  -0.208  -1.479  0.31
C  -2.720  0.025  -2.023  -0.93
H  1.229  -4.530  3.727  0.35
H  -3.712  1.702  0.880  0.54
H  -0.511  3.126  -5.785  0.45
H  1.825  -2.489  -4.317  0.46
H  0.519  3.759  -4.445  0.37
Nd  1.298  -0.467  1.951  1.30
O  1.851  1.677  2.384  -0.64
H  -1.108  2.392  -2.193  -0.28
C  1.037  -1.683  4.152  0.75
H  -2.366  3.509  0.014  0.45
H  -1.028  -0.408  -5.306  0.38
C  1.160  -3.908  2.816  -1.48
H  -2.821  1.013  -2.510  0.25
C  3.545  -0.406  -4.014  -1.21
H  2.068  2.813  4.924  0.39
C  1.199  -1.593  -4.375  -1.22
H  -2.577  -2.379  1.665  0.37
C  -1.331  0.641  -5.233  -1.57
H  3.705  2.621  4.237  0.38
H  -1.277  3.780  -4.299  0.35
H  -2.353  0.359  2.140  -0.26
H  -2.498  -0.612  0.094  -0.38
H  -1.468  -3.769  1.646  0.53
H  3.392  -0.156  -5.069  0.39
H  1.275  -1.194  -5.394  0.40
H  0.161  -1.856  -4.158  0.15
H  3.955  -1.415  -3.917  0.41
C  0.104  -0.601  4.255  -0.21
C  0.550  -2.583  3.142  0.56
H  3.075  1.406  5.380  0.32
C  -1.522  -2.673  1.564  -1.57
H  1.850  -1.784  6.130  0.27
H  0.546  -4.454  2.087  0.39
H  0.759  1.141  5.326  -0.01
C  2.176  -1.911  5.088  -1.43
H  2.533  -2.941  4.999  0.41
H  0.392  -1.035  -1.195  0.79
P  1.913  -0.371  -3.177  0.50
H  -1.213  -2.415  0.538  0.12
C  -2.958  1.496  0.099  -0.52
C  -0.922  -0.779  3.263  0.73
C  2.802  2.078  4.557  -1.32
H  0.189  -0.218  6.359  0.35
C  0.019  0.332  5.415  -1.12
C  -2.123  2.479  -0.278  -0.83
H  -1.177  1.145  -6.193  0.48
H  3.045  -1.250  4.938  0.22
H  -1.300  -1.412  -2.921  0.29
C  -0.656  -2.019  2.589  0.63
C  -2.172  0.033  3.172  -1.03
H  2.010  1.944  -4.061  0.57
C  -0.411  3.233  -4.698  -1.37
H  -0.259  3.224  -0.879  0.64
H  -2.113  0.940  3.786  0.43
H  4.198  0.334  -3.544  0.36
H  2.182  -3.817  2.409  0.28
H  -3.451  -0.652  -2.499  0.43
C  -0.886  2.338  -1.092  -0.81
C  0.017  1.093  -0.782  -0.41
C  1.343  1.081  -4.224  -1.59
C  -3.076  0.125  -0.504  -0.03
P  -0.390  1.563  -3.962  1.03
H  1.063  1.351  -1.081  0.44
C  2.181  1.194  3.516  0.56
C  -1.366  -0.519  -2.287  -0.56
H  -0.982  0.781  5.469  0.42
H  1.408  0.803  -5.292  0.69
H  -4.127  -0.207  -0.396  0.52



Record 7
Here is C4H6OS2 in the gas phase in a non-equilibrium geometry from OMol25. Energies are from wB97M-V/def2-TZVPD.

Calculated values
LUMO in eV: 0.75
2S+1: 1
SMILES: S[C@H]1[C@H]2OCS[C@@H]12
ΔE to the lowest compared entry with this formula, charge and spin in kJ/mol: 189.80
Highest occupied orbital energy in eV: -8.960

Last column: Mulliken charge in e.
Cartesian coordinates (Å):
C  0.186  1.120  0.965  -0.38
S  0.589  2.521  -0.108  -0.23
H  -0.248  2.078  -1.074  0.14
C  -0.739  -0.042  0.518  -0.37
O  -0.971  -0.240  -0.810  -0.36
H  0.091  1.443  1.958  0.37
C  -0.046  -1.209  -1.281  -0.28
S  1.605  -0.802  -0.562  -0.13
C  0.718  -0.263  0.905  -0.06
H  -0.045  -1.136  -2.391  0.28
H  -0.388  -2.253  -1.053  0.27
H  -1.591  -0.320  1.179  0.33
H  0.839  -0.898  1.755  0.41